ORCA calculation (the ωB97M-V functional and the def2-TZVPD basis) on a structure of composition C15H27MnN5 at a distorted geometry.

Geometry (Å):
Mn  -0.1714  0.6987  -0.1305
C  -1.2738  2.5468  -2.0569
C  -2.2293  1.4744  -1.4453
N  -1.9732  0.1374  -1.9665
C  -2.3682  -1.0349  -1.1753
C  -1.1752  -1.9551  -0.9967
C  -1.1654  -3.3297  -1.1139
C  0.0437  -4.0034  -0.9572
C  1.2153  -3.2682  -0.7945
C  1.1351  -1.8944  -0.7210
C  2.2983  -0.9088  -0.7585
N  1.7410  0.2536  -1.4344
C  2.3788  1.5382  -1.6679
C  1.2535  2.6072  -1.6663
N  0.0690  2.0275  -2.3050
N  -0.0550  -1.2768  -0.7208
H  -1.2304  3.3848  -1.3575
H  -1.7185  2.9241  -2.9832
H  -3.2635  1.8163  -1.6027
H  -2.0662  1.4429  -0.3465
H  -2.2751  0.0570  -2.9262
H  -3.2065  -1.5740  -1.6251
H  -2.6682  -0.6955  -0.1789
H  -2.0704  -3.8753  -1.3490
H  0.0755  -5.0828  -1.0139
H  2.1750  -3.7678  -0.7556
H  3.1556  -1.3569  -1.2745
H  2.5972  -0.6217  0.2542
H  1.3000  -0.0596  -2.2878
H  2.8994  1.5682  -2.6341
H  3.0981  1.7643  -0.8807
H  1.6095  3.5332  -2.1399
H  0.9950  2.8221  -0.6274
H  0.2240  1.8890  -3.2926
C  -0.7741  -0.9931  3.0446
C  0.0331  0.3177  2.9418
C  1.4856  0.0220  3.3640
C  -0.5648  1.3394  3.9253
N  -0.0047  0.8326  1.6194
H  -0.7368  -1.3985  4.0606
H  -0.3626  -1.7282  2.3488
H  -1.8142  -0.8037  2.7725
H  1.5290  -0.3267  4.3992
H  2.0882  0.9263  3.2632
H  1.9053  -0.7485  2.7123
H  -0.5538  0.9493  4.9472
H  -1.5941  1.5644  3.6417
H  0.0104  2.2662  3.8916

2S+1: 2
HOMO-LUMO gap (alpha / beta): 6.49 / 5.71 eV
Molar mass: 332.35 g mol⁻¹
Strongest force on any atom: 4.01 eV/A
Total energy: -54759.15903 eV
E_LUMO (alpha / beta): 0.45 / 0.47 eV